# 1
C49H57ClHfN7O5P2 as an isolated structure, computed with ωB97M-V with the def2-TZVPD basis set.

Output
energy relative to the best compared isomer or geometry (same formula, charge and spin): 0.000 eV
LUMO level: -9.0 eV
total charge: +3

Geometry as XYZ:
```
122
Properties=species:S:1:pos:R:3:forces:R:3:mulliken_charge:R:1
Hf -0.2188 0.0923 0.0692 -1.479 -0.075 0.116 1.33
N -1.8920 -0.6915 1.5477 0.321 -0.056 -0.025 0.26
C -1.8162 -0.4243 3.0103 0.004 0.160 0.003 -0.87
C -0.6366 0.4849 3.3223 -0.067 0.008 -0.050 -0.05
N -0.3970 1.4083 2.1805 0.362 -0.227 -0.295 -0.37
C -1.4477 2.4740 2.1693 0.008 -0.081 0.044 -1.05
C -1.6778 2.9860 0.7801 -0.025 -0.001 -0.045 -0.16
N -1.8551 1.8103 -0.1011 0.009 -0.056 0.022 -0.28
H -2.7931 -0.2985 1.1885 -0.044 0.016 -0.036 0.33
H -1.9863 -1.6918 1.3893 0.031 -0.046 0.021 0.17
H -1.6873 -1.3501 3.5655 -0.050 -0.096 -0.034 0.64
H -2.7570 0.0177 3.3373 -0.036 -0.004 -0.013 0.26
H 0.2582 -0.1036 3.4700 0.069 -0.035 0.029 -0.62
H -0.8214 1.0418 4.2419 0.009 0.093 -0.002 0.82
H 0.4906 1.8755 2.3526 0.009 0.068 -0.004 0.17
H -1.1652 3.2877 2.8343 0.020 -0.012 0.121 0.55
H -2.3710 2.0375 2.5509 0.016 -0.035 0.041 0.33
H -0.8249 3.5625 0.4371 0.084 0.042 -0.073 0.15
H -2.5522 3.6366 0.7621 -0.051 0.009 -0.036 0.67
H -1.9099 2.1219 -1.0698 0.001 -0.008 -0.081 0.20
H -2.7719 1.3850 0.0975 0.085 -0.056 0.019 -0.31
C 6.1909 -1.6373 -2.7315 -0.045 0.002 -0.002 -1.77
C 5.6405 -0.8157 -1.5493 0.087 -0.021 0.041 1.28
C 6.8068 -0.1973 -0.7529 -0.035 0.007 0.008 -1.59
C 4.8375 -1.7236 -0.6366 0.025 0.065 -0.069 1.23
C 5.4230 -2.8788 -0.1293 0.044 -0.082 0.020 -0.32
C 4.7417 -3.7572 0.6970 0.046 -0.059 0.023 -1.65
C 3.4267 -3.4943 1.0194 0.060 -0.084 0.002 -0.13
C 2.8136 -2.3453 0.5303 -0.227 0.273 -0.209 -0.18
P 1.0745 -2.1236 0.9804 0.724 -0.576 0.609 2.67
C 1.2579 -2.2566 2.7905 -0.104 0.039 0.033 1.10
C 0.6816 -3.2276 3.6007 -0.004 0.046 0.026 -0.55
C 0.9751 -3.2563 4.9628 -0.007 -0.028 0.007 -0.73
C 1.8534 -2.3361 5.5111 0.042 0.046 0.003 -0.81
C 2.4485 -1.3714 4.6996 -0.003 -0.007 0.010 -0.47
C 2.1462 -1.3289 3.3505 0.051 -0.128 0.040 -1.11
C 0.2905 -3.6117 0.3046 -0.227 0.101 0.163 0.85
C 0.8128 -4.1808 -0.8547 -0.008 -0.041 -0.047 -0.82
C 0.1878 -5.2810 -1.4268 -0.035 -0.014 0.009 -0.84
C -0.9617 -5.8110 -0.8551 0.042 0.012 -0.034 -0.78
C -1.4981 -5.2326 0.2885 -0.051 -0.009 0.005 -1.03
C -0.8819 -4.1311 0.8590 -0.035 0.019 0.002 -0.44
C 3.5234 -1.4600 -0.2693 0.020 0.034 -0.051 -1.15
O 2.8539 -0.2990 -0.6580 -0.014 -0.009 -0.060 0.22
C 3.4533 0.4940 -1.6399 0.000 -0.081 0.075 -1.60
C 2.6833 1.5352 -2.1413 -0.218 -0.317 0.040 0.86
C 3.2136 2.4151 -3.0776 0.033 0.049 -0.064 -0.24
C 4.5063 2.2327 -3.5264 0.038 0.052 -0.032 -1.76
C 5.2544 1.1831 -3.0234 0.044 0.046 -0.058 -0.31
C 4.7541 0.2938 -2.0761 0.057 -0.048 0.039 1.40
P 1.0477 1.8984 -1.4805 0.710 0.947 -0.012 2.40
C 1.4814 3.3158 -0.4251 -0.079 0.018 0.067 0.74
C 2.0594 2.9797 0.8041 -0.024 0.087 -0.073 -1.00
C 2.5159 3.9652 1.6655 0.005 -0.021 0.015 -0.91
C 2.4046 5.3018 1.2949 -0.027 0.033 0.026 -0.75
C 1.8582 5.6402 0.0650 0.008 0.012 -0.016 -0.80
C 1.3991 4.6518 -0.8004 -0.051 0.030 0.041 -0.25
C 0.0853 2.4348 -2.9076 -0.138 0.017 0.117 0.57
C -0.8852 3.4325 -2.8072 -0.029 0.079 -0.017 -0.72
C -1.6564 3.7669 -3.9135 -0.049 -0.011 0.021 -1.06
C -1.4775 3.0919 -5.1128 0.023 -0.075 -0.021 -0.80
C -0.5297 2.0772 -5.2071 -0.035 0.027 0.007 -0.87
C 0.2502 1.7463 -4.1100 -0.011 0.013 -0.078 -0.66
H 6.8321 -2.4455 -2.3804 -0.011 0.046 -0.023 0.41
H 6.7935 -1.0138 -3.3921 -0.019 -0.040 0.037 0.43
H 5.3777 -2.0727 -3.3164 0.042 0.015 0.024 0.39
H 7.4670 -0.9787 -0.3729 -0.018 0.044 -0.023 0.41
H 6.4377 0.3834 0.0959 0.022 -0.024 -0.038 0.34
H 7.3986 0.4635 -1.3886 -0.017 -0.044 0.033 0.42
H 6.4512 -3.1023 -0.3882 -0.058 0.034 0.020 0.47
H 5.2341 -4.6430 1.0778 -0.032 0.042 -0.026 0.48
H 2.8692 -4.1830 1.6441 0.030 0.029 -0.009 0.61
H 0.0348 -3.9872 3.1866 0.049 -0.014 0.046 0.53
H 0.5312 -4.0203 5.5896 0.022 0.030 -0.042 0.51
H 2.0960 -2.3792 6.5658 -0.020 0.005 -0.048 0.46
H 3.1619 -0.6725 5.1194 -0.049 -0.021 -0.015 0.50
H 2.6377 -0.5964 2.7143 0.043 -0.012 0.012 0.28
H 1.7047 -3.7758 -1.3164 0.019 -0.039 0.049 0.46
H 0.6090 -5.7310 -2.3168 -0.024 0.019 0.018 0.52
H -1.4407 -6.6743 -1.2994 0.028 0.025 0.016 0.45
H -2.3933 -5.6454 0.7378 0.045 0.024 -0.022 0.51
H -1.3222 -3.6913 1.7485 0.003 -0.037 -0.032 0.02
H 2.6183 3.2401 -3.4515 0.022 -0.048 -0.002 0.60
H 4.9324 2.9052 -4.2590 -0.014 -0.015 0.032 0.47
H 6.2719 1.0577 -3.3737 -0.059 -0.010 0.025 0.44
H 2.2110 1.9293 1.0545 0.087 -0.020 0.032 0.88
H 2.9740 3.7016 2.6118 0.004 0.003 -0.054 0.55
H 2.7591 6.0779 1.9618 -0.007 -0.033 -0.039 0.45
H 1.7983 6.6802 -0.2312 -0.008 -0.041 0.013 0.49
H 0.9818 4.9321 -1.7595 0.081 0.012 0.021 0.48
H -1.0197 3.9907 -1.8852 0.011 -0.017 -0.055 0.32
H -2.3901 4.5604 -3.8404 0.044 -0.026 -0.005 0.54
H -2.0744 3.3560 -5.9772 0.031 -0.011 0.045 0.47
H -0.3955 1.5450 -6.1406 0.004 0.037 0.032 0.50
H 0.9924 0.9603 -4.1954 -0.014 0.046 -0.012 0.55
C -4.8007 0.3983 -0.8179 -0.090 -0.008 0.059 -0.67
N -4.4718 0.2274 0.6352 -0.234 0.079 -0.138 -0.60
C -5.0191 -1.1108 1.0360 -0.076 0.047 -0.035 -0.70
N -6.4345 -1.2340 0.7841 -0.028 -0.010 -0.018 0.12
C -6.6781 -1.0441 -0.6527 0.102 0.131 0.128 -0.69
N -6.2124 0.2785 -1.0923 -0.042 0.024 -0.014 0.12
C -6.9282 1.3084 -0.3233 0.128 -0.151 0.089 -0.70
N -6.6854 1.1521 1.1169 -0.049 -0.006 -0.003 0.07
C -5.2681 1.2559 1.3762 -0.064 -0.106 -0.024 -0.67
C -7.1478 -0.1826 1.5251 0.157 0.045 -0.134 -0.74
H -4.2460 -0.3522 -1.3859 0.000 -0.032 -0.017 0.07
H -4.4763 1.3971 -1.1309 0.027 -0.014 -0.031 0.28
H -4.8298 -1.2501 2.1046 0.014 -0.016 0.009 0.12
H -4.4841 -1.8783 0.4672 0.010 -0.015 0.019 0.43
H -7.7447 -1.1311 -0.8506 -0.007 -0.009 -0.005 0.34
H -6.1511 -1.8173 -1.2133 -0.004 -0.021 -0.019 0.31
H -7.9953 1.2206 -0.5174 -0.014 0.017 -0.004 0.36
H -6.5924 2.2960 -0.6428 -0.006 0.021 -0.010 0.31
H -5.0892 1.1221 2.4461 0.017 0.022 0.029 0.28
H -4.9184 2.2485 1.0755 0.010 0.028 -0.005 0.18
H -8.2138 -0.2675 1.3246 -0.018 -0.003 0.016 0.34
H -6.9795 -0.3127 2.5945 -0.002 -0.012 0.024 0.34
O -1.4067 -1.9758 -3.2205 0.192 0.327 0.516 -0.65
Cl -1.0267 -1.2206 -2.1114 -0.299 -0.407 -0.733 1.98
O -1.4755 0.1723 -2.0986 0.170 -0.223 -0.075 -0.50
O -1.5292 -1.7089 -0.8095 0.187 0.190 -0.082 -0.48
O 0.4350 -1.1236 -1.8891 -0.198 0.094 0.120 -0.58
```
Positions in Å, forces in eV/Å.

---

# 2
C9H7CuNO6 as an isolated structure, computed with ωB97M-V with the def2-TZVPD basis set.

Output
LUMO level: 2.2 eV
total charge: -1

Geometry as XYZ:
```
24
Properties=species:S:1:pos:R:3:forces:R:3:mulliken_charge:R:1
Cu -2.6027 0.4692 -0.3636 -0.235 0.268 0.129 0.18
O -1.6182 0.8090 3.5981 -0.136 0.012 -0.245 -0.71
C -1.4686 0.6375 2.3875 0.415 -0.120 0.256 0.58
O -2.3621 0.7194 1.4964 -0.375 0.048 -0.093 -0.57
C -0.0433 0.2867 1.9280 0.069 -0.013 0.062 -0.13
C 0.9199 0.0913 2.9160 0.149 -0.002 0.021 -0.36
C 2.2308 -0.2188 2.5933 -0.115 0.065 0.222 -0.55
C 2.5594 -0.3193 1.2567 0.840 -0.012 -0.222 0.34
C 1.6415 -0.1398 0.2482 -0.307 0.059 -0.146 -0.82
C 0.3275 0.1580 0.5954 0.163 -0.063 -0.084 0.10
N 3.9767 -0.6449 0.8837 -1.030 -0.490 0.200 0.99
O 4.2381 -0.7630 -0.2947 0.156 0.224 -0.154 -0.62
O 4.7593 -0.8619 1.7850 0.263 0.196 0.148 -0.63
H 0.6081 0.1992 3.9445 -0.012 -0.011 0.029 0.46
H 2.9855 -0.3759 3.3519 -0.040 0.015 -0.050 0.45
H 1.9418 -0.2398 -0.7849 -0.022 0.001 0.029 0.47
H -0.4034 0.2692 -0.1964 0.065 0.010 0.012 0.28
C -2.5163 -0.0711 -4.2795 -0.021 -0.015 -0.100 -1.06
C -2.5392 0.0300 -2.7706 -0.018 0.010 0.012 1.31
O -1.8241 -0.7371 -2.0808 -0.103 0.147 -0.232 -0.75
O -3.2829 0.9236 -2.2610 0.264 -0.291 0.181 -0.80
H -2.0367 -0.9918 -4.6009 -0.001 -0.020 -0.006 0.28
H -1.9598 0.7783 -4.6798 0.007 -0.001 0.020 0.26
H -3.5311 -0.0078 -4.6724 0.024 -0.018 0.011 0.30
```
Positions in Å, forces in eV/Å.

---

# 3
C4H6O4 as an isolated structure, computed with ωB97M-V with the def2-TZVPD basis set.

Output
energy relative to the best compared isomer or geometry (same formula, charge and spin): 4.393 eV
LUMO level: 0.4 eV
total charge: 0

Geometry as XYZ:
```
14
Properties=species:S:1:pos:R:3:forces:R:3:mulliken_charge:R:1
C -1.0273 -0.5111 -0.1510 -3.592 1.306 0.800 0.57
C 0.9157 -0.1088 0.0874 2.854 2.461 1.678 0.63
C -1.7639 0.6441 -0.2334 0.008 -2.927 0.169 -0.37
C 2.1424 -0.6437 0.0456 -0.705 0.413 -0.234 -0.88
O -0.0698 -0.6585 0.8796 -0.222 0.900 -2.044 -0.38
O -1.4540 -1.6559 -0.7523 0.676 -0.272 -0.085 -0.52
O 0.6678 1.2875 -0.2568 0.397 -1.916 0.213 -0.53
O -1.8476 1.5762 0.7315 0.802 0.703 0.134 -0.50
H -0.7820 -2.3386 -0.6106 -0.030 0.152 -0.259 0.33
H 1.4689 1.8260 -0.2005 0.175 -0.582 0.145 0.31
H -1.0455 1.5123 1.2735 -0.264 0.085 -0.043 0.38
H -2.5359 0.7310 -0.9813 0.057 -0.033 -0.142 0.40
H 2.9507 -0.1473 -0.4602 0.038 0.112 -0.194 0.27
H 2.3803 -1.5134 0.6284 -0.195 -0.403 -0.139 0.28
```
Positions in Å, forces in eV/Å.

---

Number 1: strongest force on any atom 1.49 eV Å⁻¹, highest occupied orbital energy -15.151 eV, frontier orbital gap 6.139 eV. Number 2: strongest force on any atom 1.16 eV Å⁻¹, highest occupied orbital energy -4.965 eV, frontier orbital gap 7.123 eV. Number 3: strongest force on any atom 4.13 eV Å⁻¹, highest occupied orbital energy -7.857 eV, frontier orbital gap 8.278 eV.